# C2H3ClN

A 2-piece molecular cluster, C2H3ClN overall (ωB97M-V/def2-TZVPD, the Open Molecules 2025 dataset).

XYZ file:
```
7
Properties=species:S:1:pos:R:3:lowdin_spin:R:1
C 1.128 -1.167 -0.084 0.410
C -0.515 0.675 0.239 0.442
N 0.413 -0.299 0.139 0.210
Cl -2.140 -0.004 -0.106 0.390
H 1.814 -1.948 -0.319 0.030
H -0.487 1.253 1.157 0.021
H -0.213 1.491 -1.027 0.497
```

Computed properties:
Energy relative to the best compared isomer or geometry (same formula, charge and spin)   36.0 kcal per mole
HOMO-LUMO gap (alpha / beta)   0.2351 / 0.2869 hartree
Total energy   -16119.629 eV
Total charge   +1
⟨S²⟩   2.02
2S+1   3



# C38H71F2N13O5S2

A 8-piece molecular cluster, C38H71F2N13O5S2 overall (ωB97M-V/def2-TZVPD, the Open Molecules 2025 dataset).

XYZ file:
```
131
Properties=species:S:1:pos:R:3:mulliken_charge:R:1
C 0.858 -1.631 -0.353 -0.471
C -0.363 -0.776 0.009 1.711
O -0.167 0.534 0.403 -0.421
H 0.590 -2.683 -0.505 0.473
H 1.643 -1.584 0.404 -0.354
H 1.309 -1.409 -1.327 -0.034
H -0.854 -1.382 0.804 -0.854
H -1.017 -0.775 -0.888 -0.879
C -3.366 0.882 2.729 -0.078
C -3.525 -0.243 3.736 -1.010
N -3.320 -1.556 3.101 0.257
C -4.288 -2.392 2.621 -0.433
C -3.663 -3.509 2.181 -0.490
N -2.326 -3.329 2.413 0.268
C -2.128 -2.103 2.894 -0.452
C -1.251 -4.301 2.219 -0.986
H -3.409 1.850 3.227 0.204
H -4.188 0.930 2.008 0.254
H -2.434 0.738 2.170 -0.017
H -4.533 -0.302 4.146 0.383
H -2.836 -0.145 4.571 0.370
H -5.341 -2.175 2.641 0.507
H -4.042 -4.428 1.771 0.526
H -1.125 -1.738 3.022 0.520
H -0.775 -4.180 1.243 0.401
H -1.584 -5.325 2.350 0.361
H -0.442 -4.130 2.928 0.340
C 6.369 3.274 4.593 -1.219
C 6.420 2.409 3.336 -0.638
N 5.074 1.810 3.039 0.363
C 4.125 2.342 2.202 -0.959
C 3.044 1.527 2.225 -0.555
N 3.358 0.497 3.076 0.347
C 4.563 0.716 3.592 -0.153
C 2.482 -0.624 3.422 -0.667
H 6.529 2.640 5.463 0.365
H 5.431 3.803 4.746 0.331
H 7.166 4.006 4.473 0.390
H 7.065 1.542 3.446 0.440
H 6.546 2.963 2.407 0.359
H 4.282 3.292 1.720 0.603
H 2.092 1.558 1.707 0.738
H 5.061 0.127 4.344 0.480
H 1.752 -0.749 2.625 -0.075
H 1.950 -0.426 4.352 0.322
H 3.115 -1.509 3.476 0.487
C -4.995 -0.810 -1.512 -1.507
C -3.624 -0.220 -1.247 0.603
N -3.499 1.203 -1.600 0.443
C -2.382 1.855 -2.057 -0.693
C -2.703 3.148 -2.270 -0.385
N -4.077 3.245 -2.085 0.124
C -4.503 2.074 -1.661 -0.170
C -4.909 4.433 -2.312 -0.841
H -5.788 -0.126 -1.207 0.481
H -5.170 -1.708 -0.925 0.382
H -5.170 -1.024 -2.566 0.359
H -2.818 -0.743 -1.755 -0.091
H -3.372 -0.334 -0.190 -0.105
H -1.391 1.424 -2.060 0.402
H -2.186 4.014 -2.645 0.617
H -5.507 1.878 -1.331 0.391
H -4.944 5.060 -1.422 0.329
H -5.936 4.094 -2.434 0.341
H -4.540 4.942 -3.195 0.361
C -0.296 4.080 0.118 -1.370
C -1.267 3.430 1.086 0.208
N -2.252 4.407 1.603 0.392
C -2.933 5.329 0.838 -0.342
C -3.759 6.004 1.653 -0.850
N -3.704 5.403 2.881 0.104
C -2.691 4.542 2.861 -0.335
C -4.554 5.695 4.047 -0.813
H 0.503 4.530 0.716 0.412
H -0.630 4.878 -0.541 0.438
H 0.162 3.290 -0.479 0.215
H -0.813 2.865 1.896 0.560
H -1.809 2.637 0.560 -0.514
H -2.782 5.332 -0.225 0.720
H -4.533 6.736 1.484 0.470
H -2.437 3.902 3.688 0.593
H -4.078 5.435 4.987 0.346
H -5.452 5.085 3.962 0.344
H -4.784 6.754 3.985 0.344
C 3.178 1.463 -1.317 -0.178
C 4.217 0.545 -1.915 -0.926
N 5.251 0.275 -0.943 0.544
C 5.127 -0.522 0.146 -0.696
C 6.294 -0.542 0.812 -1.572
N 7.123 0.353 0.127 0.233
C 6.482 0.774 -0.944 0.016
C 8.471 0.730 0.558 -0.900
H 2.342 1.556 -2.010 0.399
H 3.624 2.422 -1.048 0.427
H 2.756 1.022 -0.412 -0.289
H 4.644 0.920 -2.847 0.447
H 3.776 -0.375 -2.306 0.144
H 4.186 -1.021 0.318 1.263
H 6.715 -1.025 1.675 0.545
H 6.835 1.521 -1.636 0.475
H 9.127 0.788 -0.307 0.395
H 8.877 -0.087 1.152 0.343
H 8.450 1.638 1.152 0.315
C -0.172 -2.209 -4.767 -0.950
C -0.815 -3.411 -4.107 -0.540
N -1.857 -4.017 -4.965 0.288
C -1.586 -4.746 -6.086 -0.298
C -2.758 -5.122 -6.632 -0.444
N -3.740 -4.713 -5.756 0.120
C -3.163 -4.052 -4.763 -0.152
C -5.176 -4.978 -5.885 -0.801
H 0.469 -2.504 -5.594 0.414
H 0.465 -1.691 -4.050 0.118
H -0.947 -1.516 -5.096 0.377
H -1.333 -3.148 -3.183 0.155
H -0.111 -4.203 -3.854 0.450
H -0.595 -4.969 -6.442 0.436
H -3.025 -5.757 -7.458 0.431
H -3.714 -3.639 -3.937 0.418
H -5.372 -5.853 -6.495 0.318
H -5.602 -4.075 -6.319 0.339
H -5.615 -5.184 -4.912 0.330
N 3.975 -5.256 -0.775 -0.517
S 2.992 -5.078 0.538 1.104
O 1.572 -5.147 0.337 -0.525
O 3.442 -4.142 1.522 -0.581
F 3.253 -6.489 1.188 -0.258
S 3.416 -4.077 -1.674 0.961
O 3.746 -2.717 -1.323 -0.386
O 2.138 -4.314 -2.276 -0.488
F 4.415 -4.205 -2.897 -0.321
```

Computed properties:
HOMO-LUMO gap   0.2586 hartree
Total energy   -97236.028 eV
Total charge   +4



# C16H16NO4

An isolated ion of composition C16H16NO4 and charge +1 (ωB97M-V/def2-TZVPD, the Open Molecules 2025 dataset).

XYZ file:
```
37
Properties=species:S:1:pos:R:3:mulliken_charge:R:1
O 5.616 -1.726 0.083 -0.456
C 4.536 -1.402 -0.242 0.332
O 3.432 -2.098 0.173 -0.452
C 4.265 -0.141 -1.027 -0.622
C 3.750 1.003 -0.120 -1.149
C 2.267 1.037 0.081 -0.188
C 1.564 0.184 0.912 -0.760
C 0.195 0.287 1.065 1.194
C -0.530 -0.581 2.068 0.286
O -1.426 -0.163 2.711 -0.433
O -0.144 -1.872 2.123 -0.459
C -0.520 1.264 0.350 0.743
C -2.007 1.476 0.413 -1.550
C -2.867 0.332 -0.092 0.789
C -4.246 0.514 -0.026 -0.563
C -5.131 -0.467 -0.451 -0.620
C -4.631 -1.656 -0.969 -0.472
C -3.260 -1.836 -1.054 -0.925
C -2.380 -0.853 -0.627 0.167
C 0.223 2.107 -0.453 -0.911
N 1.558 1.979 -0.568 0.078
H 2.793 -2.133 -0.552 0.362
H 5.227 0.166 -1.414 0.354
H 3.579 -0.319 -1.853 0.461
H 4.200 0.897 0.866 0.470
H 4.087 1.966 -0.488 0.448
H 2.121 -0.551 1.467 0.655
H 0.814 -1.957 2.036 0.336
H -2.247 2.347 -0.192 0.650
H -2.277 1.728 1.436 0.485
H -4.637 1.440 0.371 0.412
H -6.186 -0.272 -0.357 0.393
H -5.320 -2.421 -1.289 0.400
H -2.901 -2.767 -1.464 0.384
H -1.317 -1.026 -0.721 0.444
H -0.250 2.894 -1.017 0.402
H 2.051 2.620 -1.179 0.313
```

Computed properties:
HOMO-LUMO gap   0.2558 hartree
Total energy   -26525.703 eV
Structure (SMILES)   O=C(O)CCc1cc(C(=O)O)c(Cc2ccccc2)c[nH+]1
Total charge   +1



# CH12O4

A 5-piece molecular cluster, CH12O4 overall (ωB97M-V/def2-TZVPD, the Open Molecules 2025 dataset).

XYZ file:
```
17
Properties=species:S:1:pos:R:3:mulliken_charge:R:1
C 2.322 -0.591 1.362 -0.740
H 3.304 -1.036 1.505 0.275
H 2.415 0.488 1.458 0.242
H 1.986 -0.814 0.354 -0.012
H 1.609 -0.962 2.083 0.243
H 0.746 -1.996 -3.388 0.297
H 1.333 -1.164 -2.251 0.295
O 0.618 -1.761 -2.461 -0.606
H -2.587 0.888 1.677 0.307
H -3.304 1.621 2.769 0.305
O -2.639 1.745 2.077 -0.619
H -0.688 2.711 -0.272 0.326
H 0.428 2.071 -1.072 0.294
O -0.474 2.392 -1.180 -0.627
H -0.944 -1.492 -0.927 0.312
H -2.465 -1.164 -1.102 0.289
O -1.660 -0.936 -0.632 -0.581
```

Computed properties:
Energy relative to the best compared isomer or geometry (same formula, charge and spin)   19.7 kcal per mole
HOMO-LUMO gap   0.4173 hartree
Total energy   -9421.473 eV
Structure (SMILES)   C.O.O.O.O
Total charge   0



# C31H23N2O2

A 2-piece molecular cluster, C31H23N2O2 overall (ωB97M-V/def2-TZVPD, the Open Molecules 2025 dataset).

XYZ file:
```
58
Properties=species:S:1:pos:R:3:mulliken_charge:R:1
C -0.141 5.521 -4.657 -0.303
C 0.986 4.603 -4.116 -0.531
C 0.810 3.048 -4.221 -0.283
C -0.515 2.538 -4.857 0.816
C -0.680 0.934 -4.991 -1.065
C -1.801 0.331 -4.027 0.335
N -3.219 0.450 -4.351 0.018
C -4.280 -0.074 -3.524 -0.227
C -3.979 -0.851 -2.212 -0.573
C -2.493 -1.028 -1.766 -0.200
C -1.408 -0.397 -2.720 -0.074
C 0.103 -0.536 -2.272 0.397
C 1.153 -1.490 -2.972 -0.243
C 2.577 -1.458 -2.382 -0.286
N 3.118 -0.738 -1.286 -0.521
C 2.218 0.140 -0.622 -0.508
C 0.748 0.235 -1.072 -0.147
C -1.658 3.455 -5.367 -0.256
C -1.469 5.009 -5.277 -0.537
H 0.010 6.658 -4.600 0.306
H 1.942 5.018 -3.649 0.330
H 1.603 2.311 -3.866 0.279
H 0.320 0.419 -4.766 0.393
H -1.032 0.741 -6.068 0.420
H -3.431 0.949 -5.229 0.307
H -5.348 0.112 -3.879 0.359
H -4.811 -1.274 -1.562 0.369
H -2.215 -1.587 -0.813 0.445
H 0.861 -2.135 -3.878 0.387
H 3.325 -2.164 -2.910 0.338
H 2.580 0.774 0.266 0.418
H 0.061 0.937 -0.471 0.385
H -2.628 3.044 -5.807 0.054
H -2.317 5.663 -5.660 0.338
C 3.038 -2.137 1.790 -0.249
C 3.834 -2.715 2.777 -0.714
C 3.382 -2.772 4.091 -0.611
C 2.137 -2.240 4.425 0.385
C 1.351 -1.640 3.442 -0.096
C 1.798 -1.600 2.120 -0.454
C 0.049 -1.027 3.791 0.542
O -0.641 -0.505 2.928 -0.723
C -0.399 -1.050 5.201 0.168
C -1.597 -0.426 5.555 -0.491
C -2.032 -0.454 6.876 -0.493
C -1.278 -1.111 7.846 -0.471
C -0.082 -1.729 7.498 -0.543
C 0.365 -1.691 6.176 0.142
C 1.657 -2.321 5.823 0.591
O 2.319 -2.893 6.671 -0.656
H 3.387 -2.101 0.763 0.406
H 4.806 -3.123 2.521 0.411
H 4.005 -3.228 4.855 0.477
H 1.185 -1.146 1.349 0.726
H -2.191 0.086 4.804 0.437
H -2.961 0.037 7.150 0.396
H -1.622 -1.139 8.875 0.406
H 0.503 -2.236 8.259 0.470
```

Computed properties:
Energy relative to the best compared isomer or geometry (same formula, charge and spin)   0.0 kcal per mole
HOMO-LUMO gap   0.2409 hartree
Total energy   -39579.708 eV
Total charge   +1